Record 1
Computed, not measured: an isolated molecule of CHCl2NO, with wB97M-V/def2-TZVPD.

total charge	0
orbital gap	10.27	eV
molecular weight	113.9	g mol⁻¹
SMILES	ClC1(Cl)NO1
maximum force	6.33	eV/Å

Each line ends with the Löwdin charge.
CARTESIAN COORDINATES (ANGSTROEM)
Cl: -0.20676 1.42053 -1.13138  0.68
C: 0.45800 0.20178 -0.12946  -1.25
Cl: 2.10969 0.14102 0.14679  0.74
N: -0.42227 -0.90967 0.20234  -0.06
O: -0.63840 0.19608 1.13620  -0.20
H: -1.30026 -1.04975 -0.22448  0.08

---

Record 2
Computed, not measured: a cluster of 2 separate species, C5H11NO2 in total, with wB97M-V/def2-TZVPD.

total charge	0
orbital gap	9.17	eV
molecular weight	117.1	g mol⁻¹
SMILES	C=C(N)CCC=O.O
maximum force	7.50	eV/Å

Each line ends with the Löwdin charge.
CARTESIAN COORDINATES (ANGSTROEM)
C: -0.77904 -0.96898 -0.53053  0.03
C: -0.21270 0.13336 -0.07769  -0.41
N: -0.35692 1.41915 -0.55880  0.07
C: 0.71170 0.07534 1.24473  -0.11
C: 0.77569 -1.26654 2.06431  -0.15
C: 1.43368 -2.52955 1.57614  -0.26
O: 1.65971 -3.43672 2.35614  0.03
H: -1.18026 -0.95611 -1.42639  -0.01
H: -0.68678 -2.04035 -0.29042  0.07
H: -1.12591 1.63233 -1.20311  0.09
H: 0.50989 1.92975 -0.76302  0.10
H: 0.46469 0.92697 1.91096  0.11
H: 1.74711 0.24627 0.75735  0.13
H: -0.19107 -1.69265 2.20252  0.11
H: 1.24635 -0.98225 2.94006  0.09
H: 1.72172 -2.69192 0.57705  0.10
O: -1.86679 3.31359 -3.26244  0.02
H: -2.63748 3.58838 -3.53647  -0.06
H: -1.23357 3.29994 -3.98038  0.05

---

Record 3
Computed, not measured: a cluster of 5 separate species, C7H13Cl3FN2O11 in total, with wB97M-V/def2-TZVPD.

total charge	-1
orbital gap	9.39	eV
molecular weight	426.5	g mol⁻¹
maximum force	5.88	eV/Å

Each line ends with the Löwdin charge.
CARTESIAN COORDINATES (ANGSTROEM)
Cl: -0.84800 1.10915 -0.04145  0.61
O: -1.67767 1.11926 -1.23646  -0.36
O: -1.02135 -0.18773 0.60084  -0.41
O: 0.51130 1.22399 -0.33059  -0.36
O: -1.22066 2.11728 0.91290  -0.37
C: 3.20050 1.84128 -2.22252  0.04
N: 3.08580 1.91470 -3.72128  -0.43
O: 2.25260 2.65202 -4.25114  0.05
O: 3.89251 1.21437 -4.31524  0.04
H: 4.14368 2.34402 -2.00857  0.10
H: 3.24531 0.79524 -1.91938  0.08
H: 2.37944 2.29591 -1.66819  0.08
C: 1.97676 -1.87946 1.68856  0.04
N: 3.23027 -1.17071 1.21800  -0.43
O: 3.23816 -0.54471 0.18020  0.06
O: 4.18964 -1.30559 1.96183  0.03
H: 1.12206 -1.39911 1.21228  0.07
H: 1.83445 -1.76504 2.76315  0.06
H: 2.07908 -2.93883 1.45327  0.10
C: -3.82432 -1.77848 -1.37080  -0.11
C: -5.27962 -2.32545 -1.60292  -0.36
O: -5.31975 -2.31029 -3.00879  0.13
C: -4.04781 -2.38900 -3.48492  -0.42
O: -3.64762 -2.76651 -4.62799  0.08
O: -3.11402 -2.11785 -2.48549  0.08
F: -6.16060 -1.49994 -1.18240  0.13
H: -3.45038 -2.24999 -0.46198  0.13
H: -3.72397 -0.73619 -1.06804  0.13
H: -5.55502 -3.30622 -1.21517  0.17
Cl: 2.44667 0.33785 4.67915  0.48
C: 1.21735 1.08231 3.50978  -0.61
C: 0.84015 2.51212 3.81457  -0.62
Cl: 0.14225 2.60645 5.48522  0.50
H: 0.33368 0.44544 3.46938  0.07
H: 1.64312 0.96061 2.51379  0.06
H: 0.17457 2.94349 3.06689  0.07
H: 1.71153 3.15565 3.69341  0.07

---

Record 4
Computed, not measured: an isolated molecule of C5H12N2O, with wB97M-V/def2-TZVPD.

total charge	0
orbital gap	9.61	eV
molecular weight	116.2	g mol⁻¹
SMILES	C=C(N)C[C@H](N)CO
maximum force	1.45	eV/Å

Each line ends with the Löwdin charge.
CARTESIAN COORDINATES (ANGSTROEM)
C: -1.92406 1.68215 -1.02708  0.04
C: -1.64822 0.48598 -0.49591  -0.42
N: -2.18318 -0.72849 -0.98509  0.07
C: -0.60419 0.36537 0.57392  -0.14
C: 0.76013 -0.13196 0.11067  -0.38
N: 0.87835 -1.56079 -0.25446  0.05
C: 1.78443 0.11714 1.20199  -0.23
O: 3.14549 -0.17742 0.84746  -0.08
H: -2.58195 2.01432 -1.81460  0.05
H: -1.48322 2.54209 -0.57202  0.04
H: -1.89311 -0.81144 -1.95294  0.09
H: -1.90722 -1.54664 -0.46973  0.06
H: -0.98376 -0.16989 1.45663  0.13
H: -0.43615 1.39696 0.91339  0.11
H: 1.08576 0.39748 -0.81718  0.15
H: 1.24508 -2.14508 0.48443  0.07
H: 0.05451 -1.94338 -0.67844  0.04
H: 1.65998 -0.56872 2.04523  0.12
H: 1.76846 1.16453 1.51925  0.12
H: 3.26286 -0.38222 -0.08551  0.08